A cluster of 10 separate species, C49H48F7NO2 in total in a non-equilibrium geometry, computed with the ωB97M-V functional and the def2-TZVPD basis.

The geometry in XYZ format:
```
107
Properties=species:S:1:pos:R:3:forces:R:3:mulliken_charge:R:1
N 2.4987 -0.3809 -0.9982 -1.824 -2.359 -1.205 -0.51
C 2.0132 -1.1844 -2.0885 -0.952 1.003 2.372 -0.22
C 0.6625 -1.6321 -2.2419 1.121 1.434 1.174 -0.30
C -0.2302 -1.3029 -1.2125 1.489 1.017 0.003 -0.27
C 0.2962 -0.6458 -0.0879 -0.163 -0.448 0.595 -0.23
C 1.6317 -0.2131 0.0504 -0.325 -0.833 -3.291 -0.22
H 2.7093 -1.5203 -2.8429 0.420 0.550 0.062 0.35
H 0.2975 -2.0915 -3.1486 0.316 -0.210 -0.052 0.36
H -1.2996 -1.3989 -1.3288 -0.029 -0.457 0.207 0.37
H -0.3616 -0.5443 0.7626 -0.135 0.380 0.085 0.32
H 1.9727 0.3575 0.9016 0.080 -0.074 0.048 0.37
C -8.0026 -0.0598 -1.9127 -0.712 0.133 0.283 -0.45
O -8.3299 -1.4085 -1.6712 0.833 -1.001 0.194 -0.51
H -8.8586 0.4910 -1.5229 0.215 0.829 -0.384 0.24
H -7.1174 0.2326 -1.3479 -0.069 -0.377 0.199 0.20
H -7.7722 0.1542 -2.9563 -0.302 0.041 -0.162 0.22
H -9.1547 -1.6735 -2.0848 0.039 0.376 -0.128 0.30
C -5.1338 -2.9834 -7.4881 0.439 0.036 2.573 -0.49
O -6.3447 -3.0424 -8.1140 -1.625 0.109 -2.181 -0.49
H -4.8005 -4.0208 -7.4591 0.556 0.301 0.040 0.21
H -4.3560 -2.2610 -7.7356 -0.004 -0.111 -1.292 0.26
H -5.3633 -2.6469 -6.4771 0.407 -0.424 0.762 0.22
H -6.8323 -2.2157 -8.0949 0.229 0.091 0.097 0.29
F 5.6612 -5.6530 1.8078 0.453 0.270 -0.645 -0.30
C 6.8376 -6.2317 1.4550 0.274 -1.017 0.906 0.36
C 7.7649 -5.6500 0.6124 -0.612 0.908 0.399 -0.45
C 8.9883 -6.2577 0.4091 -0.274 -0.585 -0.080 -0.26
C 9.2619 -7.5093 0.9682 -0.015 0.807 0.139 -0.49
C 8.3544 -8.0637 1.8668 -0.629 0.590 0.215 -0.33
C 7.1284 -7.4151 2.1220 0.658 0.030 -0.566 -0.37
H 7.5605 -4.6495 0.2608 0.003 0.025 -0.303 0.38
H 9.7262 -5.7378 -0.1839 0.069 -0.111 -0.113 0.35
H 10.2385 -7.9200 0.7586 -0.048 -0.371 0.218 0.35
H 8.6111 -8.9222 2.4697 0.001 -0.245 -0.224 0.35
H 6.3995 -7.7492 2.8456 0.116 -0.296 0.059 0.39
F -3.9943 6.4729 -5.6343 -0.075 0.102 0.508 -0.29
C -2.6790 6.2052 -5.6245 1.428 -0.128 -2.630 0.31
C -2.1139 5.3969 -4.6746 0.637 0.165 1.514 -0.32
C -0.7373 5.0364 -4.6633 -1.111 1.460 -2.160 -0.42
C 0.0382 5.5129 -5.7692 -0.664 -1.205 1.568 -0.40
C -0.5569 6.2629 -6.7656 -1.606 0.444 -0.829 -0.35
C -1.9266 6.5990 -6.7571 0.150 -0.410 1.933 -0.34
H -2.7690 5.2307 -3.8322 0.071 -0.655 0.224 0.34
H -0.3524 4.3936 -3.8854 0.143 0.127 -0.034 0.40
H 1.0643 5.1820 -5.8322 0.136 0.232 -0.139 0.35
H -0.0857 6.5672 -7.6885 0.741 -0.088 0.209 0.32
H -2.4090 7.1858 -7.5248 0.152 -0.050 -0.160 0.39
F 1.1349 8.6450 5.9216 0.508 -0.728 -0.234 -0.28
C 0.4760 9.0456 4.8391 -1.932 3.164 -0.978 0.38
C 0.7531 8.6924 3.5143 0.982 -2.619 1.269 -0.39
C 0.0439 9.1026 2.4207 -1.778 1.049 -0.192 -0.32
C -0.9633 10.0409 2.6118 -0.074 -0.451 0.200 -0.39
C -1.2373 10.4674 3.8873 0.371 0.424 1.015 -0.36
C -0.5119 10.0391 5.0256 -0.083 -0.323 -1.356 -0.32
H 1.3641 7.8060 3.4279 0.623 0.079 -0.253 0.31
H -0.0112 8.6898 1.4242 1.161 -0.478 0.062 0.33
H -1.6176 10.3161 1.7979 0.099 0.194 -0.099 0.35
H -2.0270 11.1950 4.0027 -0.080 0.069 0.285 0.33
H -0.7611 10.5148 5.9626 0.198 -0.385 0.282 0.37
F 1.9936 -5.1113 -10.3405 -0.726 0.403 -0.396 -0.30
C 1.6992 -5.4780 -11.6194 0.703 -0.771 0.778 0.44
C 2.7300 -6.1220 -12.2693 -0.355 -0.410 -0.347 -0.35
C 2.4752 -6.6381 -13.5230 0.386 0.898 -0.472 -0.37
C 1.2588 -6.3903 -14.1946 1.128 -0.015 0.298 -0.41
C 0.2338 -5.7613 -13.5235 1.011 -0.543 0.687 -0.28
C 0.4604 -5.3678 -12.1776 -1.478 0.916 -1.132 -0.50
H 3.6919 -6.2292 -11.7902 -0.002 -0.032 0.034 0.40
H 3.3499 -7.0507 -14.0038 -0.255 -0.353 -0.448 0.31
H 1.2005 -6.5629 -15.2591 -0.197 -0.445 0.013 0.35
H -0.6903 -5.6705 -14.0751 -0.276 0.480 0.489 0.36
H -0.3450 -4.8214 -11.7095 0.060 -0.127 0.497 0.36
F -4.5301 4.2582 3.3301 0.115 -0.113 -0.764 -0.30
C -4.7401 4.6870 4.5601 -0.687 1.449 2.886 0.23
C -3.9199 4.3150 5.6049 0.193 -0.715 -0.759 -0.26
C -4.2534 4.6923 6.9030 0.623 -0.039 -0.863 -0.52
C -5.3444 5.5003 7.1180 1.009 0.034 2.130 -0.15
C -6.1224 5.9668 6.1084 -0.764 0.506 -0.517 -0.61
C -5.7973 5.5723 4.8518 0.632 -1.891 -3.174 -0.21
H -3.0798 3.7063 5.3047 0.289 -0.181 0.539 0.39
H -3.6110 4.4391 7.7334 0.002 -0.173 -0.013 0.37
H -5.4299 5.8091 8.1493 -0.654 0.189 0.052 0.32
H -6.9732 6.6181 6.2432 0.022 0.042 0.245 0.37
H -6.3290 5.7137 3.9224 -0.776 0.893 0.235 0.35
F -2.4742 -4.2861 5.6522 -1.134 1.296 1.153 -0.28
C -3.4674 -3.4424 6.1313 -3.255 0.152 -1.077 0.16
C -4.4486 -2.9635 5.1864 2.919 -1.712 -0.092 -0.23
C -5.5096 -2.1773 5.5197 0.283 -0.352 -0.511 -0.44
C -5.7638 -1.9510 6.8369 0.397 1.277 2.576 -0.30
C -4.9358 -2.4692 7.8630 0.631 -0.890 -1.871 -0.43
C -3.8324 -3.2573 7.4760 1.270 -0.429 -0.663 -0.27
H -4.3410 -3.3137 4.1705 0.244 0.252 -0.257 0.36
H -6.0916 -1.7837 4.6994 -0.353 0.079 0.241 0.37
H -6.4833 -1.1903 7.1016 -0.475 -0.267 0.147 0.34
H -5.0607 -2.3839 8.9323 -0.502 0.407 -0.112 0.36
H -3.2012 -3.7735 8.1841 -0.024 0.193 0.464 0.36
F 10.1297 -1.2307 6.7580 -1.483 -1.038 0.416 -0.30
C 8.9111 -1.9021 6.9235 0.362 1.731 -0.098 0.32
C 8.8596 -3.1689 7.4092 0.926 -0.874 0.594 -0.28
C 7.6524 -3.8379 7.5188 -1.213 1.615 -0.073 -0.38
C 6.4513 -3.1350 7.1600 1.241 -1.866 -0.356 -0.48
C 6.5373 -1.8607 6.6430 0.102 0.513 0.274 -0.36
C 7.7524 -1.2125 6.6439 1.353 0.460 -0.844 -0.33
H 9.7903 -3.5690 7.7835 0.059 -0.465 -0.187 0.36
H 7.6470 -4.8331 7.9383 -0.227 -0.034 -0.083 0.38
H 5.5372 -3.7096 7.1342 -0.213 0.196 0.150 0.35
H 5.7406 -1.2770 6.2060 -0.562 -0.375 0.340 0.35
H 7.8950 -0.1963 6.3072 -0.343 0.132 -0.140 0.37
```
Forces are in eV/Å.

Properties
Orbital gap   9.6334 eV
Highest occupied orbital energy   -9.26 eV
Energy relative to the best compared isomer or geometry (same formula, charge and spin)   110.7 kcal per mole
E_tot   -76193.107 eV
Strongest force on any atom   3.8 eV/A
SMILES   Fc1ccccc1.Fc1ccccc1.Fc1ccccc1.Fc1ccccc1.Fc1ccccc1.Fc1ccccc1.Fc1ccccc1.c1ccncc1.CO.CO